Entry 1:
Computed, not measured: a structure of composition C50H43AuBF3N6O2Sb, with ωB97M-V with the def2-TZVPD basis set.

Summary:
gap between HOMO and LUMO (spin up / spin down)	5.68 / 5.68	eV
lowest unoccupied orbital energy (spin up / spin down)	-5.0 / -5.0	eV
ΔE to the lowest compared entry with this formula, charge and spin	12.72	kcal per mole
net charge	+1

Atoms and positions in Å:
1 Au 0.478 0.680 -0.726
2 C 4.476 0.629 -4.231
3 C 3.742 0.092 -3.055
4 C 4.101 -0.943 -2.216
5 C 3.101 -1.036 -1.253
6 N 2.173 -0.099 -1.519
7 N 2.574 0.589 -2.622
8 B 1.794 1.781 -3.215
9 N 0.411 1.292 -3.641
10 N -0.246 0.329 -2.912
11 C -1.336 -0.024 -3.597
12 C -1.390 0.739 -4.765
13 C -0.266 1.543 -4.766
14 C 0.197 2.504 -5.805
15 C -2.268 -1.119 -3.231
16 C -1.979 -2.017 -2.225
17 C -2.856 -3.045 -1.910
18 C -4.040 -3.188 -2.617
19 C -4.331 -2.305 -3.638
20 C -3.446 -1.279 -3.945
21 N 1.698 2.887 -2.133
22 N 1.542 2.546 -0.825
23 C 1.450 3.680 -0.105
24 C 1.630 4.754 -0.969
25 C 1.787 4.218 -2.237
26 C 1.989 4.944 -3.520
27 C 1.216 3.760 1.341
28 C 0.814 4.985 1.873
29 C 0.569 5.127 3.227
30 C 0.720 4.042 4.074
31 C 1.123 2.819 3.558
32 C 1.374 2.676 2.201
33 C 3.093 -2.020 -0.161
34 C 2.961 -1.665 1.177
35 C 3.033 -2.645 2.158
36 C 3.234 -3.972 1.814
37 C 3.388 -4.326 0.483
38 C 3.323 -3.353 -0.500
39 H 5.391 0.059 -4.372
40 H 4.739 1.676 -4.086
41 H 3.879 0.555 -5.139
42 H 4.984 -1.553 -2.275
43 H 2.376 2.198 -4.163
44 H -2.132 0.692 -5.541
45 H -0.543 2.562 -6.600
46 H 1.144 2.187 -6.243
47 H 0.338 3.503 -5.397
48 H -1.056 -1.912 -1.677
49 H -2.610 -3.736 -1.115
50 H -4.726 -3.990 -2.379
51 H -5.248 -2.411 -4.202
52 H -3.691 -0.591 -4.744
53 H 1.684 5.796 -0.713
54 H 2.522 5.874 -3.333
55 H 1.028 5.197 -3.967
56 H 2.555 4.354 -4.236
57 H 0.670 5.834 1.220
58 H 0.257 6.085 3.619
59 H 0.535 4.149 5.135
60 H 1.247 1.980 4.224
61 H 1.713 1.724 1.810
62 H 2.853 -0.620 1.448
63 H 2.951 -2.378 3.200
64 H 3.281 -4.728 2.586
65 H 3.565 -5.357 0.209
66 H 3.439 -3.623 -1.541
67 F 1.507 -1.714 7.604
68 C 1.062 -1.469 6.367
69 C -0.240 -1.808 6.048
70 C -0.699 -1.543 4.768
71 C 0.138 -0.964 3.820
72 C 1.438 -0.625 4.181
73 C 1.916 -0.876 5.457
74 Sb -0.572 -0.621 1.845
75 C -0.730 -2.657 1.249
76 C -0.038 -3.119 0.142
77 C -0.076 -4.454 -0.229
78 C -0.819 -5.323 0.543
79 F -0.855 -6.620 0.205
80 C -1.533 -4.902 1.651
81 C -1.482 -3.563 1.996
82 C -2.602 -0.282 2.324
83 C -2.915 0.635 3.325
84 C -4.235 0.891 3.658
85 C -5.225 0.216 2.969
86 F -6.505 0.453 3.284
87 C -4.945 -0.694 1.963
88 C -3.622 -0.933 1.636
89 H -0.874 -2.264 6.795
90 H -1.726 -1.784 4.525
91 H 2.099 -0.153 3.465
92 H 2.923 -0.616 5.753
93 H 0.550 -2.435 -0.454
94 H 0.454 -4.822 -1.095
95 H -2.114 -5.616 2.218
96 H -2.045 -3.231 2.859
97 H -2.130 1.153 3.864
98 H -4.504 1.593 4.434
99 H -5.755 -1.194 1.451
100 H -3.391 -1.617 0.829
101 C -3.269 2.400 0.027
102 C -2.208 1.387 -0.290
103 O -2.414 0.255 -0.657
104 O -0.978 1.853 -0.111
105 H -4.231 1.899 0.086
106 H -3.290 3.153 -0.761
107 H -3.041 2.908 0.962

***

Entry 2:
Computed, not measured: a structure of composition C50H43Br3CaNOP2S, with ωB97M-V with the def2-TZVPD basis set.

Summary:
gap between HOMO and LUMO	6.28	eV
lowest unoccupied orbital energy	-2.3	eV
net charge	+1

Atoms and positions in Å:
1 Ca 1.768 1.166 -0.063
2 O -0.159 2.286 0.098
3 S -0.921 1.093 0.696
4 C -2.317 0.818 -0.377
5 C -3.625 0.963 0.057
6 C -4.660 0.709 -0.830
7 C -4.383 0.328 -2.134
8 C -3.069 0.184 -2.555
9 C -2.013 0.405 -1.678
10 P -0.269 0.241 -2.255
11 C -0.225 -1.405 -3.025
12 C 0.878 -1.723 -3.818
13 C 1.061 -3.012 -4.290
14 C 0.149 -4.007 -3.959
15 C -0.942 -3.703 -3.161
16 C -1.129 -2.409 -2.693
17 C -0.337 1.431 -3.650
18 C -0.519 1.062 -4.981
19 C -0.637 2.035 -5.966
20 C -0.579 3.380 -5.630
21 C -0.399 3.755 -4.304
22 C -0.277 2.786 -3.320
23 C -1.611 1.615 2.232
24 C -1.935 2.958 2.371
25 C -2.417 3.405 3.589
26 C -2.558 2.506 4.640
27 C -2.224 1.169 4.481
28 C -1.740 0.684 3.267
29 P -1.273 -1.082 2.974
30 C -1.385 -1.793 4.648
31 C -0.412 -1.418 5.577
32 C -0.379 -2.001 6.833
33 C -1.302 -2.985 7.167
34 C -2.256 -3.378 6.243
35 C -2.302 -2.784 4.987
36 C -2.806 -1.667 2.162
37 C -2.668 -2.479 1.040
38 C -3.788 -2.939 0.356
39 C -5.056 -2.587 0.793
40 C -5.205 -1.780 1.915
41 C -4.088 -1.321 2.592
42 H -3.840 1.263 1.073
43 H -5.684 0.817 -0.500
44 H -5.192 0.141 -2.827
45 H -2.860 -0.110 -3.577
46 H 1.607 -0.959 -4.065
47 H 1.916 -3.243 -4.911
48 H 0.292 -5.016 -4.323
49 H -1.653 -4.477 -2.900
50 H -1.979 -2.190 -2.060
51 H -0.584 0.017 -5.254
52 H -0.782 1.739 -6.996
53 H -0.679 4.135 -6.399
54 H -0.360 4.802 -4.036
55 H -0.155 3.084 -2.284
56 H -1.785 3.639 1.543
57 H -2.668 4.448 3.723
58 H -2.929 2.852 5.596
59 H -2.334 0.487 5.315
60 H 0.327 -0.667 5.316
61 H 0.374 -1.697 7.547
62 H -1.270 -3.448 8.144
63 H -2.974 -4.146 6.498
64 H -3.057 -3.093 4.277
65 H -1.675 -2.755 0.700
66 H -3.669 -3.578 -0.510
67 H -5.930 -2.947 0.265
68 H -6.195 -1.512 2.261
69 H -4.213 -0.692 3.467
70 C 3.620 2.711 -5.496
71 C 3.663 3.123 -4.052
72 C 4.263 4.300 -3.621
73 C 4.290 4.621 -2.275
74 C 3.697 3.737 -1.394
75 Br 3.711 4.087 0.463
76 N 3.105 2.613 -1.768
77 C 3.095 2.322 -3.074
78 H 4.024 3.492 -6.138
79 H 2.595 2.509 -5.805
80 H 4.203 1.804 -5.661
81 H 4.725 4.965 -4.340
82 H 4.764 5.521 -1.913
83 H 2.617 1.388 -3.349
84 Br 1.402 -2.107 0.042
85 C 3.268 -2.280 -0.412
86 Br 3.857 -0.860 -1.592
87 H 3.404 -3.217 -0.934
88 H 3.845 -2.203 0.504
89 C 2.620 0.835 2.148
90 C 3.527 -0.302 2.372
91 C 3.115 -1.507 2.962
92 C 3.984 -2.576 3.126
93 C 5.309 -2.488 2.714
94 C 5.747 -1.299 2.138
95 C 4.873 -0.237 1.965
96 H 3.158 1.766 2.358
97 H 1.762 0.795 2.834
98 H 2.086 -1.599 3.297
99 H 3.624 -3.486 3.590
100 H 5.989 -3.317 2.856
101 H 6.779 -1.199 1.825
102 H 5.238 0.683 1.518

***

Number 1: total energy -84637.90407 eV. Number 2: total energy -314061.60378 eV.